One molecule with the formula C26H28ClN5O2. Source: the OMol25 dataset; level of theory: ωB97M-V/def2-TZVPD.

Last columns: bonded neighbours and bond lengths (Å).
Atoms and positions in Å:
1 C 0.442 4.421 -0.017  N2 1.447, H60 1.091, H61 1.090, H62 1.090
2 N 0.604 3.368 0.962  C1 1.447, C3 1.357, C22 1.391
3 C 1.138 2.186 0.562  N2 1.357, C4 1.361, H59 1.080
4 C 1.325 1.121 1.388  C3 1.361, C5 1.423, C24 1.487
5 C 0.997 1.303 2.761  C4 1.423, C6 1.401, C13 1.430
6 C 0.436 2.524 3.159  C5 1.401, N7 1.370, C22 1.438
7 N 0.205 2.512 4.509  C6 1.370, C8 1.364, C18 1.437
8 C 0.634 1.316 5.006  N7 1.364, C9 1.392, C13 1.420
9 C 0.628 0.862 6.322  C8 1.392, C10 1.376, H17 1.079
10 C 1.163 -0.380 6.576  C9 1.376, C11 1.398, H16 1.080
11 C 1.709 -1.157 5.550  C10 1.398, C12 1.376, H15 1.080
12 C 1.712 -0.722 4.244  C11 1.376, C13 1.397, H14 1.078
13 C 1.152 0.523 3.949  C5 1.430, C8 1.420, C12 1.397
14 H 2.160 -1.321 3.468  C12 1.078
15 H 2.142 -2.116 5.793  C11 1.080
16 H 1.176 -0.759 7.587  C10 1.080
17 H 0.226 1.470 7.119  C9 1.079
18 C -0.354 3.577 5.297  N7 1.437, H19 1.088, H20 1.092, H21 1.092
19 H -0.588 4.410 4.638  C18 1.088
20 H -1.266 3.240 5.795  C18 1.092
21 H 0.363 3.903 6.055  C18 1.092
22 C 0.188 3.623 2.265  N2 1.391, C6 1.438, O23 1.227
23 O -0.324 4.698 2.559  C22 1.227
24 C 1.816 -0.139 0.769  C4 1.487, O25 1.217, N26 1.354
25 O 2.664 -0.154 -0.104  C24 1.217
26 N 1.211 -1.258 1.235  C24 1.354, H27 1.008, C28 1.441
27 H 0.414 -1.153 1.843  N26 1.008
28 C 1.390 -2.540 0.603  N26 1.441, H29 1.091, H30 1.095, C31 1.535
29 H 2.276 -2.457 -0.029  C28 1.091
30 H 1.570 -3.307 1.363  C28 1.095
31 C 0.155 -2.936 -0.220  C28 1.535, N32 1.450, H57 1.105, H58 1.095
32 N -0.303 -1.846 -1.059  C31 1.450, C33 1.455, C49 1.451
33 C 0.600 -1.543 -2.158  N32 1.455, C34 1.529, H55 1.089, H56 1.105
34 C 0.086 -0.298 -2.882  C33 1.529, N35 1.447, H53 1.088, H54 1.095
35 N -1.255 -0.483 -3.394  C34 1.447, C36 1.383, C47 1.447
36 C -1.472 -1.016 -4.651  N35 1.383, C37 1.400, C41 1.403
37 C -0.425 -1.458 -5.470  C36 1.400, C38 1.382, H46 1.077
38 C -0.682 -1.912 -6.749  C37 1.382, C39 1.383, Cl45 1.733
39 C -1.963 -1.959 -7.268  C38 1.383, C40 1.386, H44 1.077
40 C -3.001 -1.519 -6.463  C39 1.386, C41 1.378, H43 1.080
41 C -2.768 -1.053 -5.187  C36 1.403, C40 1.378, H42 1.079
42 H -3.601 -0.690 -4.607  C41 1.079
43 H -4.011 -1.534 -6.845  C40 1.080
44 H -2.142 -2.322 -8.267  C39 1.077
45 Cl 0.649 -2.453 -7.719  C38 1.733
46 H 0.594 -1.465 -5.122  C37 1.077
47 C -2.139 -0.817 -2.299  N35 1.447, H48 1.088, C49 1.534, H52 1.095
48 H -3.154 -0.987 -2.654  C47 1.088
49 C -1.642 -2.072 -1.571  N32 1.451, C47 1.534, H50 1.093, H51 1.106
50 H -2.309 -2.291 -0.733  C49 1.093
51 H -1.672 -2.927 -2.273  C49 1.106
52 H -2.145 0.022 -1.597  C47 1.095
53 H 0.761 -0.001 -3.682  C34 1.088
54 H 0.040 0.519 -2.154  C34 1.095
55 H 1.592 -1.330 -1.762  C33 1.089
56 H 0.667 -2.392 -2.863  C33 1.105
57 H 0.392 -3.845 -0.801  C31 1.105
58 H -0.659 -3.180 0.469  C31 1.095
59 H 1.405 2.115 -0.482  C3 1.080
60 H -0.211 4.093 -0.826  C1 1.091
61 H -0.006 5.275 0.490  C1 1.090
62 H 1.410 4.707 -0.429  C1 1.090

HOMO-LUMO gap, eV: 8.083
Highest occupied orbital energy, Eh: -0.284
Energy above the lowest of the compared OMol25 structures with the same formula, charge and spin, kcal/mol: 1.8
SMILES: Cn1cc(C(=O)NCCN2CCN(c3cccc(Cl)c3)CC2)c2c3ccccc3n(C)c2c1=O
Energy, eV: -51486.112
2S+1: 1